{
  "formula": "C31H57Br4Cl5MgN4O3Si2",
  "method": "ωB97M-V/def2-TZVPD",
  "e_lumo_ev": -5.09,
  "total_charge": 0,
  "homo_ev": -6.44,
  "elements": ["C", "O", "C", "C", "C", "C", "C", "C", "C", "C", "C", "C", "Si", "N", "O", "Si", "C", "C", "C", "C", "N", "C", "C", "C", "N", "C", "C", "C", "C", "C", "C", "C", "C", "N", "H", "H", "H", "H", "H", "H", "H", "H", "H", "H", "H", "H", "H", "H", "H", "H", "H", "H", "H", "H", "H", "H", "H", "H", "H", "H", "H", "H", "H", "H", "H", "H", "H", "H", "H", "H", "H", "H", "H", "H", "H", "H", "H", "H", "H", "H", "H", "H", "H", "H", "Mg", "C", "C", "O", "C", "H", "H", "H", "H", "H", "H", "Br", "C", "Br", "Br", "Br", "H", "C", "Cl", "Cl", "Cl", "Cl", "Cl"],
  "positions_angstrom": [[-4.51, 1.92, 1.09], [-4.44, 3.18, 1.74], [-3.62, 4.12, 1.06], [-4.29, 4.61, -0.22], [-4.02, 6.09, -0.49], [-2.81, 6.40, -1.41], [-1.76, 5.27, -1.54], [-1.94, 4.44, -2.81], [-0.76, 3.49, -3.08], [-0.21, 2.81, -1.82], [0.46, 1.48, -2.22], [1.66, 1.12, -1.32], [1.22, 0.49, 0.40], [1.01, 1.86, 1.47], [-0.21, -0.36, 0.53], [-0.40, -1.73, -0.40], [1.19, -2.27, -1.22], [0.91, -3.58, -2.01], [0.44, -3.24, -3.46], [2.26, -4.29, -2.10], [-1.52, -1.51, -1.70], [-2.61, -0.90, -1.48], [-3.55, -1.22, -0.34], [-3.09, 0.18, -2.42], [-0.96, -3.04, 0.56], [-0.36, -3.30, 1.65], [-0.55, -2.54, 2.93], [0.58, -4.49, 1.74], [2.70, -0.47, 1.10], [3.98, -0.09, 0.72], [5.08, -0.81, 1.19], [4.80, -1.88, 2.02], [3.49, -2.15, 2.36], [2.41, -1.49, 1.93], [-3.52, 1.62, 0.73], [-4.83, 1.19, 1.83], [-5.19, 1.96, 0.24], [-3.40, 4.94, 1.73], [-2.67, 3.61, 0.84], [-4.07, 3.96, -1.07], [-5.37, 4.52, -0.04], [-3.85, 6.61, 0.45], [-4.92, 6.51, -0.96], [-3.18, 6.62, -2.41], [-2.30, 7.30, -1.07], [-1.71, 4.66, -0.64], [-0.79, 5.75, -1.65], [-2.88, 3.88, -2.85], [-1.99, 5.15, -3.63], [-1.15, 2.67, -3.69], [0.03, 3.94, -3.67], [0.50, 3.46, -1.31], [-1.07, 2.55, -1.19], [-0.27, 0.68, -2.32], [0.85, 1.65, -3.23], [2.23, 2.04, -1.17], [2.36, 0.44, -1.82], [1.67, 2.61, 1.27], [0.06, 2.21, 1.40], [1.57, -1.57, -1.96], [1.95, -2.52, -0.47], [0.21, -4.24, -1.49], [1.05, -3.78, -4.17], [0.57, -2.18, -3.63], [-0.61, -3.51, -3.54], [2.27, -5.14, -2.78], [2.97, -3.54, -2.49], [2.63, -4.61, -1.12], [-3.20, -0.81, 0.61], [-3.67, -2.30, -0.25], [-4.53, -0.80, -0.55], [-2.41, 0.19, -3.27], [-4.12, 0.00, -2.74], [-3.02, 1.13, -1.89], [-0.64, -1.47, 2.77], [-1.47, -2.90, 3.40], [0.26, -2.73, 3.63], [1.62, -4.18, 1.62], [0.42, -5.02, 2.68], [0.27, -5.18, 0.95], [4.12, 0.76, 0.07], [6.08, -0.53, 0.89], [5.59, -2.50, 2.41], [3.30, -2.98, 3.04], [4.52, -2.62, -2.58], [3.82, -6.52, 6.08], [2.70, -6.13, 5.14], [2.91, -5.51, 4.13], [1.31, -6.55, 5.53], [4.77, -6.16, 5.68], [3.66, -6.08, 7.06], [3.87, -7.61, 6.17], [1.04, -6.11, 6.50], [1.25, -7.64, 5.61], [0.60, -6.21, 4.78], [-1.49, -1.80, -5.12], [4.21, 0.65, -6.36], [2.93, 0.68, -4.93], [6.02, 0.60, -5.70], [3.86, -0.78, -7.59], [4.10, 1.58, -6.91], [-0.46, 5.02, 3.72], [-1.17, 3.45, 4.04], [1.16, 5.12, 4.44], [-0.32, 5.28, 1.97], [-1.49, 6.28, 4.41], [-4.09, 2.83, 3.97]]
}


{
  "formula": "C38H29F3FeGeN4O4S",
  "method": "ωB97M-V/def2-TZVPD",
  "e_lumo_ev": [-4.08, -3.65],
  "total_charge": 1,
  "homo_ev": [-10.32, -10.27],
  "multiplicity": 2,
  "elements": ["Fe", "C", "O", "C", "C", "C", "C", "C", "C", "C", "N", "C", "C", "N", "C", "C", "C", "C", "N", "C", "C", "N", "C", "C", "C", "C", "H", "H", "H", "H", "H", "H", "H", "H", "H", "H", "H", "H", "H", "H", "C", "Ge", "C", "C", "C", "C", "C", "C", "C", "C", "C", "C", "C", "C", "C", "C", "C", "C", "H", "H", "H", "H", "H", "H", "H", "H", "H", "H", "H", "H", "H", "H", "H", "F", "C", "F", "F", "S", "O", "O", "O"],
  "positions_angstrom": [[-1.43, -1.23, -1.90], [6.99, -1.14, 8.74], [7.36, -1.16, 7.37], [6.38, -1.17, 6.45], [5.02, -1.17, 6.74], [4.10, -1.19, 5.71], [4.51, -1.20, 4.38], [5.88, -1.19, 4.10], [6.81, -1.18, 5.12], [3.50, -1.22, 3.33], [2.19, -1.21, 3.53], [1.64, -1.24, 2.28], [2.62, -1.28, 1.30], [3.80, -1.26, 2.00], [2.33, -1.32, -0.09], [3.25, -1.31, -1.15], [2.79, -1.35, -2.44], [1.42, -1.40, -2.69], [0.53, -1.40, -1.71], [0.97, -1.35, -0.43], [-0.05, -1.30, 0.57], [-1.32, -1.28, 0.09], [-2.32, -1.21, 0.96], [-2.09, -1.16, 2.34], [-0.81, -1.17, 2.84], [0.25, -1.24, 1.93], [7.92, -1.13, 9.31], [6.42, -2.04, 9.00], [6.41, -0.25, 8.98], [4.67, -1.16, 7.77], [3.04, -1.19, 5.94], [6.24, -1.20, 3.08], [7.87, -1.17, 4.91], [4.73, -1.27, 1.61], [4.32, -1.27, -0.96], [3.48, -1.34, -3.28], [1.04, -1.45, -3.70], [-3.32, -1.20, 0.56], [-2.95, -1.10, 3.00], [-0.61, -1.11, 3.90], [-0.24, 1.77, -0.09], [-1.40, 1.22, -1.56], [-0.59, 1.82, -3.24], [-0.31, 1.01, -4.34], [0.25, 1.54, -5.50], [0.54, 2.90, -5.57], [0.25, 3.72, -4.49], [-0.31, 3.19, -3.34], [-3.17, 1.97, -1.31], [-3.43, 2.53, -0.08], [-4.71, 3.03, 0.24], [-5.72, 2.93, -0.66], [-5.50, 2.35, -1.94], [-6.55, 2.25, -2.89], [-6.33, 1.72, -4.12], [-5.03, 1.29, -4.48], [-4.01, 1.37, -3.58], [-4.21, 1.89, -2.28], [-0.21, 2.86, -0.11], [0.77, 1.40, -0.24], [-0.59, 1.44, 0.88], [-0.57, -0.04, -4.33], [0.45, 0.90, -6.34], [0.97, 3.31, -6.47], [0.45, 4.78, -4.55], [-0.54, 3.85, -2.51], [-2.66, 2.59, 0.68], [-4.88, 3.49, 1.21], [-6.72, 3.29, -0.42], [-7.54, 2.60, -2.61], [-7.14, 1.64, -4.84], [-4.86, 0.88, -5.46], [-3.02, 1.05, -3.88], [-4.19, -4.27, -1.67], [-3.26, -3.78, -2.48], [-3.18, -4.52, -3.57], [-2.07, -3.82, -1.85], [-3.62, -2.02, -2.90], [-2.42, -1.64, -3.67], [-4.89, -1.98, -3.52], [-3.42, -1.31, -1.60]]
}


{
  "formula": "C4H9N2OS",
  "method": "ωB97M-V/def2-TZVPD",
  "e_lumo_ev": -3.24,
  "total_charge": 1,
  "homo_ev": -12.97,
  "de_lowest_kj_mol": 209.2,
  "elements": ["C", "C", "C", "C", "N", "N", "O", "S", "H", "H", "H", "H", "H", "H", "H", "H", "H"],
  "positions_angstrom": [[-1.78, 1.66, -0.32], [0.80, 0.33, -0.61], [0.41, -0.77, -0.03], [1.05, -1.30, 1.22], [-1.34, 2.50, 0.37], [-0.77, -1.56, -0.49], [-2.21, 0.71, -0.83], [2.19, 1.36, -0.22], [0.15, 0.85, -1.28], [1.70, -2.07, 0.85], [0.33, -1.67, 1.97], [1.62, -0.60, 1.86], [-0.92, 3.35, 0.18], [-0.56, -2.05, -1.34], [-1.51, -0.79, -0.56], [-0.95, -2.27, 0.17], [1.78, 2.33, -0.93]]
}


{
  "formula": "C17H21N5O4",
  "method": "ωB97M-V/def2-TZVPD",
  "e_lumo_ev": -0.79,
  "total_charge": 0,
  "smiles": "COc1ccc(-n2nc([N+](=O)[O-])/c(=N\\CCC3=CCCCC3)n2O)cc1",
  "homo_ev": -7.85,
  "de_lowest_kj_mol": 888.2,
  "elements": ["C", "O", "C", "C", "C", "C", "N", "N", "C", "N", "O", "O", "C", "N", "C", "C", "C", "C", "C", "C", "C", "C", "N", "O", "C", "C", "H", "H", "H", "H", "H", "H", "H", "H", "H", "H", "H", "H", "H", "H", "H", "H", "H", "H", "H", "H", "H"],
  "positions_angstrom": [[7.38, 1.17, 0.03], [6.63, 0.06, -0.39], [5.31, -0.01, -0.09], [4.64, -1.14, -0.54], [3.29, -1.32, -0.29], [2.60, -0.35, 0.44], [1.25, -0.47, 0.73], [0.56, 0.48, 1.26], [-0.71, 0.08, 1.39], [-1.60, 0.94, 2.05], [-1.25, 2.09, 2.23], [-2.68, 0.48, 2.40], [-0.86, -1.27, 0.89], [-1.64, -2.27, 0.82], [-3.05, -2.24, 1.03], [-3.76, -1.93, -0.30], [-3.48, -0.52, -0.74], [-2.41, -0.22, -1.46], [-2.03, 1.17, -1.88], [-2.84, 2.24, -1.15], [-4.30, 1.82, -1.08], [-4.44, 0.53, -0.27], [0.43, -1.49, 0.35], [0.84, -2.80, 0.21], [3.27, 0.79, 0.89], [4.61, 0.96, 0.63], [8.39, 1.00, -0.33], [7.39, 1.25, 1.12], [6.99, 2.10, -0.40], [5.19, -1.88, -1.10], [2.79, -2.20, -0.65], [-3.34, -3.24, 1.37], [-3.35, -1.50, 1.78], [-3.40, -2.64, -1.05], [-4.83, -2.08, -0.16], [-1.75, -1.00, -1.81], [-0.96, 1.33, -1.71], [-2.19, 1.26, -2.96], [-2.74, 3.19, -1.66], [-2.45, 2.37, -0.14], [-4.68, 1.66, -2.09], [-4.90, 2.61, -0.62], [-5.47, 0.15, -0.35], [-4.26, 0.73, 0.79], [-0.01, -3.28, 0.38], [2.72, 1.53, 1.45], [5.10, 1.85, 1.00]]
}


Number 1: energy -409152.8446 eV. Number 2: energy -163914.5453 eV. Number 3: energy -20149.0323 eV. Number 4: energy -33603.1863 eV.